# 1
An isolated ion of composition C9H10N3O3S and charge +1. Source: the OMol25 dataset; level of theory: ωB97M-V with the def2-TZVPD basis set.

Properties
total charge = +1
orbital gap = 9.08 eV
ΔE to the lowest compared entry with this formula, charge and spin = 16.4 kcal/mol
HOMO energy = -13.5 eV
multiplicity = 1

Each line ends with the natural charge from an NBO analysis.
Geometry (Å):
N1 -0.880 -2.693 0.148  -0.802
C1 -1.674 -1.675 0.177  0.814
O1 -2.788 -1.558 0.567  -0.478
N2 -0.991 -0.352 -0.239  -0.547
S1 -2.164 1.050 0.161  2.412
N3 -1.279 2.349 -0.201  -1.013
O2 -2.377 0.958 1.571  -0.846
O3 -3.226 0.980 -0.770  -0.844
C2 -0.836 -0.326 -1.760  -0.074
C3 0.459 -0.095 -2.028  -0.166
C4 1.229 0.217 -0.852  -0.102
C5 2.543 0.475 -0.459  -0.162
C6 2.972 0.431 0.911  -0.151
C7 1.999 0.349 1.944  -0.163
C8 0.624 0.186 1.590  -0.214
C9 0.300 0.017 0.226  0.104
H1 -0.114 -2.688 -0.552  0.424
H2 -0.983 -3.437 0.782  0.447
H3 -0.877 2.318 -1.130  0.416
H4 -0.470 2.498 0.390  0.423
H5 -1.659 -0.459 -2.440  0.284
H6 0.787 -0.102 -3.001  0.254
H7 3.154 0.524 -1.341  0.235
H8 3.973 0.539 1.041  0.233
H9 2.445 0.466 2.864  0.243
H10 -0.170 0.029 2.402  0.275

=====

# 2
A 6-piece molecular cluster, C16H44O6 overall. Source: the OMol25 dataset; level of theory: ωB97M-V with the def2-TZVPD basis set.

Properties
total charge = +1
orbital gap (spin up / spin down) = 9.82 / 3.44 eV
ΔE to the lowest compared entry with this formula, charge and spin = 0.0 kcal/mol
HOMO energy (spin up / spin down) = -12.1 / -12.1 eV
multiplicity = 2

Each line ends with the natural charge from an NBO analysis.
Geometry (Å):
C1 -2.446 1.013 -1.508  -0.630
C2 -3.698 1.645 -2.170  0.089
C3 -3.670 3.127 -2.199  -0.649
O1 -3.889 1.109 -3.462  -0.694
H1 -2.497 -0.075 -1.531  0.226
H2 -2.450 1.219 -0.438  0.196
H3 -1.557 1.506 -1.901  0.183
H4 -4.507 1.378 -1.490  0.166
H5 -2.831 3.470 -2.804  0.191
H6 -3.484 3.680 -1.279  0.224
H7 -4.575 3.533 -2.652  0.232
H8 -3.677 1.856 -4.027  0.466
C4 0.665 -1.148 -3.640  -0.661
C5 1.760 -0.100 -3.337  0.097
C6 1.719 1.113 -4.322  -0.637
O2 1.509 0.377 -2.068  -0.775
H9 0.720 -1.434 -4.690  0.226
H10 -0.316 -0.677 -3.591  0.223
H11 0.782 -2.128 -3.176  0.241
H12 2.757 -0.539 -3.335  0.176
H13 2.095 0.881 -5.318  0.238
H14 2.351 1.905 -3.921  0.203
H15 0.709 1.475 -4.516  0.216
H16 1.449 -0.429 -1.551  0.529
C7 4.216 -3.754 2.873  -0.648
C8 3.661 -2.714 1.990  0.096
C9 4.544 -1.550 1.463  -0.626
O3 3.020 -3.302 0.842  -0.746
H17 5.126 -4.254 2.542  0.212
H18 3.514 -4.586 2.919  0.234
H19 4.386 -3.367 3.877  0.230
H20 2.884 -2.211 2.566  0.169
H21 3.884 -0.974 0.815  0.200
H22 5.396 -1.984 0.939  0.210
H23 4.894 -0.878 2.246  0.217
H24 3.728 -3.772 0.396  0.478
C10 -5.110 -1.054 2.937  -0.647
C11 -3.928 -1.719 3.521  0.091
C12 -2.606 -0.982 3.136  -0.621
O4 -4.042 -1.604 4.948  -0.724
H25 -5.981 -1.702 2.847  0.219
H26 -4.949 -0.618 1.950  0.211
H27 -5.455 -0.210 3.535  0.221
H28 -3.808 -2.759 3.217  0.170
H29 -2.590 -0.869 2.052  0.188
H30 -1.699 -1.551 3.341  0.209
H31 -2.424 0.047 3.446  0.213
H32 -4.958 -1.692 5.223  0.470
C13 2.758 2.200 0.782  -0.578
C14 1.424 2.702 0.195  0.051
C15 0.757 4.059 0.628  -0.633
O5 1.460 2.865 -1.187  -0.219
H33 3.476 2.997 0.587  0.249
H34 3.050 1.297 0.247  0.246
H35 2.534 1.938 1.816  0.261
H36 0.636 1.972 0.381  0.251
H37 1.288 4.975 0.368  0.247
H38 0.671 3.994 1.713  0.237
H39 -0.295 4.138 0.355  0.243
H40 1.392 2.006 -1.610  0.529
C16 0.067 -1.453 0.263  -0.258
O6 1.170 -1.897 -0.528  -0.785
H41 -0.772 -1.132 -0.355  0.188
H42 -0.322 -2.251 0.894  0.200
H43 0.398 -0.563 0.799  0.143
H44 1.686 -2.543 -0.040  0.523

=====

# 3
One molecule with the formula C7H10N2O3S2. Source: the OMol25 dataset; level of theory: ωB97M-V with the def2-TZVPD basis set.

Properties
orbital gap (spin up / spin down) = 7.97 / 7.97 eV
ΔE to the lowest compared entry with this formula, charge and spin = 93.8 kcal/mol
HOMO energy (spin up / spin down) = -7.8 / -7.8 eV
multiplicity = 1

Each line ends with the natural charge from an NBO analysis.
Geometry (Å):
C1 -0.327 -2.073 -0.992  -0.183
C2 -1.339 0.027 1.003  -0.128
C3 -1.889 0.819 1.947  0.099
C4 -1.579 -2.489 -1.192  -0.440
C5 0.309 -0.651 -1.145  -0.490
C6 0.277 1.271 1.953  0.280
C7 0.936 -0.212 0.128  -0.440
N1 0.049 0.423 0.942  -0.272
N2 1.837 2.069 -0.743  -1.069
O1 2.864 1.106 1.282  -0.969
O2 3.229 -0.145 -0.874  -0.919
O3 -0.893 1.596 2.572  -0.401
S1 -2.942 -1.787 -1.967  0.046
S2 2.396 0.627 0.006  2.301
H1 0.269 -2.864 -0.373  0.222
H2 -1.695 -0.882 0.486  0.287
H3 -2.962 0.907 2.223  0.238
H4 -1.778 -3.452 -0.761  0.227
H5 1.153 -0.911 -1.799  0.281
H6 -0.495 -0.038 -1.526  0.199
H7 -2.235 -0.691 -2.424  0.128
H8 1.108 2.054 2.077  0.264
H9 2.537 2.748 -0.825  0.380
H10 1.169 2.549 0.000  0.359

=====

# 4
C11H12ClNO2Ti as an isolated structure. Source: the OMol25 dataset; level of theory: ωB97M-V with the def2-TZVPD basis set.

Properties
total charge = +2
orbital gap (spin up / spin down) = 7.54 / 7.54 eV
HOMO energy (spin up / spin down) = -17.5 / -17.5 eV
multiplicity = 1

Each line ends with the natural charge from an NBO analysis.
Geometry (Å):
Cl1 1.588 -2.564 -0.774  0.021
C1 0.939 1.214 -2.507  -0.225
C2 -0.309 1.636 -1.867  -0.243
C3 -1.254 0.565 -2.010  -0.249
H1 -0.524 2.642 -1.472  0.302
C4 -0.590 -0.532 -2.680  -0.010
C5 0.765 -0.108 -2.989  -0.244
H2 1.465 -0.689 -3.613  0.308
H3 1.843 1.829 -2.618  0.299
H4 -2.311 0.539 -1.682  0.303
C6 -1.205 -1.823 -3.050  -0.666
Ti1 0.484 -0.147 -0.704  0.974
C7 1.475 1.486 0.210  0.615
C8 2.267 -0.965 0.064  0.382
O1 2.122 2.229 0.813  -0.312
O2 3.098 -0.944 0.897  -0.369
H5 -2.079 -2.013 -2.419  0.250
H6 -0.525 -2.663 -2.921  0.255
H7 -1.551 -1.842 -4.094  0.296
C9 -1.004 0.887 4.445  -0.589
C10 -0.266 -0.256 3.713  -0.567
C11 -0.460 -0.263 2.289  0.651
N1 -0.645 -0.276 1.131  -0.531
H8 -0.713 1.870 4.054  0.230
H9 -0.764 0.880 5.510  0.268
H10 -2.082 0.733 4.349  0.241
H11 0.832 -0.181 3.833  0.296
H12 -0.598 -1.244 4.091  0.313

=====

# 5
A 4-piece molecular cluster, C28H53NO12 overall. Source: the OMol25 dataset; level of theory: ωB97M-V with the def2-TZVPD basis set.

Properties
orbital gap = 8.19 eV
HOMO energy = -9.0 eV
multiplicity = 1

Each line ends with the Löwdin charge.
Geometry (Å):
C1 -2.875 4.566 -0.208  -0.093
C2 -1.759 5.040 -1.155  -0.222
C3 -0.339 4.503 -0.790  -0.116
C4 -0.186 3.041 -1.115  -0.075
C5 0.402 2.586 -2.203  -0.188
O1 0.964 3.390 -3.136  0.089
C6 0.465 1.097 -2.437  -0.284
O2 1.191 0.643 -3.238  0.174
C7 -0.448 0.189 -1.647  -0.067
C8 -0.600 -1.208 -2.183  -0.065
C9 -1.228 -1.269 -3.580  -0.258
O3 -1.181 -0.400 -4.376  0.085
C10 -1.033 0.629 -0.554  -0.171
O4 -1.820 -0.204 0.160  -0.033
C11 -3.117 0.333 0.446  -0.142
C12 -4.217 -0.144 -0.537  -0.164
N1 -3.885 -0.049 -1.958  -0.015
C13 -3.715 1.321 -2.429  -0.180
C14 -4.953 1.894 -3.145  -0.377
C15 -4.454 3.032 -4.065  -0.055
O5 -5.812 2.514 -2.177  -0.056
C16 -0.728 2.044 -0.130  -0.284
O6 -0.871 2.374 0.998  0.136
H1 -2.729 5.012 0.782  0.085
H2 -3.833 4.959 -0.580  0.072
H3 -2.966 3.482 -0.136  0.034
H4 -1.727 6.136 -1.076  0.108
H5 -1.988 4.824 -2.208  0.096
H6 -0.157 4.742 0.261  0.124
H7 0.351 5.083 -1.413  0.116
H8 0.281 3.926 -3.561  0.127
H9 -1.085 -1.893 -1.477  0.108
H10 0.423 -1.607 -2.309  0.143
H11 -1.732 -2.221 -3.871  0.133
H12 -3.149 1.425 0.519  0.101
H13 -3.399 -0.041 1.439  0.127
H14 -4.548 -1.147 -0.240  0.115
H15 -5.083 0.513 -0.361  0.122
H16 -3.038 -0.592 -2.082  0.068
H17 -3.432 2.043 -1.647  0.104
H18 -2.900 1.301 -3.169  0.113
H19 -5.491 1.160 -3.750  0.145
H20 -3.686 2.699 -4.774  0.082
H21 -4.029 3.861 -3.474  0.069
H22 -5.278 3.475 -4.640  0.084
H23 -5.615 3.456 -2.146  0.071
C17 -1.991 -2.874 1.582  -0.096
O7 -1.909 -3.617 0.372  -0.196
C18 -0.695 -4.348 0.256  -0.201
C19 -0.895 -5.816 0.572  -0.201
O8 -1.222 -6.014 1.940  -0.187
C20 -2.605 -6.250 2.147  -0.109
H24 -3.015 -2.518 1.690  0.086
H25 -1.741 -3.489 2.450  0.092
H26 -1.320 -2.014 1.534  0.077
H27 0.080 -3.917 0.898  0.115
H28 -0.357 -4.251 -0.781  0.120
H29 0.044 -6.346 0.388  0.126
H30 -1.661 -6.250 -0.078  0.127
H31 -2.870 -7.256 1.805  0.088
H32 -3.223 -5.512 1.629  0.083
H33 -2.800 -6.182 3.216  0.089
C21 1.348 1.369 2.713  -0.110
O9 2.465 1.176 3.570  -0.190
C22 2.088 0.661 4.840  -0.201
C23 2.364 -0.826 4.948  -0.200
O10 1.530 -1.578 4.076  -0.187
C24 2.207 -2.003 2.905  -0.091
H34 1.721 1.560 1.707  0.078
H35 0.704 0.486 2.685  0.088
H36 0.770 2.235 3.046  0.088
H37 1.035 0.873 5.046  0.126
H38 2.685 1.188 5.590  0.125
H39 2.136 -1.152 5.968  0.124
H40 3.420 -1.038 4.754  0.126
H41 2.905 -2.812 3.147  0.096
H42 2.747 -1.183 2.433  0.056
H43 1.465 -2.382 2.202  0.073
C25 7.897 -0.191 1.045  -0.112
O11 7.560 0.154 -0.287  -0.190
C26 7.039 -0.941 -1.028  -0.205
C27 5.530 -0.867 -1.145  -0.203
O12 4.901 -1.045 0.117  -0.189
C28 4.459 0.176 0.689  -0.104
H44 8.087 0.731 1.593  0.089
H45 7.085 -0.731 1.539  0.083
H46 8.806 -0.802 1.058  0.088
H47 7.345 -1.892 -0.581  0.125
H48 7.476 -0.890 -2.030  0.125
H49 5.188 -1.681 -1.792  0.124
H50 5.224 0.079 -1.602  0.128
H51 3.575 0.538 0.153  0.086
H52 5.241 0.938 0.669  0.092
H53 4.185 -0.013 1.724  0.064

=====

# 6
ClFPt2 as an isolated structure. Source: the OMol25 dataset; level of theory: ωB97M-V with the def2-TZVPD basis set.

Properties
total charge = +3
orbital gap (spin up / spin down) = 10.00 / 6.97 eV
HOMO energy (spin up / spin down) = -27.9 / -27.8 eV
multiplicity = 6

Each line ends with the natural charge from an NBO analysis.
Geometry (Å):
Pt1 -0.892 0.986 -1.444  1.690
Pt2 0.665 -0.888 1.623  1.688
F1 -0.558 0.949 0.785  -0.628
Cl1 0.785 -1.048 -0.964  0.251

=====

What is the multiplicity in the second record? 2

=====

Repeat the third record exactly.
One molecule with the formula C7H10N2O3S2. Source: the OMol25 dataset; level of theory: ωB97M-V with the def2-TZVPD basis set.

Properties
orbital gap (spin up / spin down) = 7.97 / 7.97 eV
ΔE to the lowest compared entry with this formula, charge and spin = 93.8 kcal/mol
HOMO energy (spin up / spin down) = -7.8 / -7.8 eV
multiplicity = 1

Each line ends with the natural charge from an NBO analysis.
Geometry (Å):
C1 -0.327 -2.073 -0.992  -0.183
C2 -1.339 0.027 1.003  -0.128
C3 -1.889 0.819 1.947  0.099
C4 -1.579 -2.489 -1.192  -0.440
C5 0.309 -0.651 -1.145  -0.490
C6 0.277 1.271 1.953  0.280
C7 0.936 -0.212 0.128  -0.440
N1 0.049 0.423 0.942  -0.272
N2 1.837 2.069 -0.743  -1.069
O1 2.864 1.106 1.282  -0.969
O2 3.229 -0.145 -0.874  -0.919
O3 -0.893 1.596 2.572  -0.401
S1 -2.942 -1.787 -1.967  0.046
S2 2.396 0.627 0.006  2.301
H1 0.269 -2.864 -0.373  0.222
H2 -1.695 -0.882 0.486  0.287
H3 -2.962 0.907 2.223  0.238
H4 -1.778 -3.452 -0.761  0.227
H5 1.153 -0.911 -1.799  0.281
H6 -0.495 -0.038 -1.526  0.199
H7 -2.235 -0.691 -2.424  0.128
H8 1.108 2.054 2.077  0.264
H9 2.537 2.748 -0.825  0.380
H10 1.169 2.549 0.000  0.359

=====

What is the multiplicity in the fourth record? 1